1.
{"formula": "C4H6O2", "method": "ωB97M-V with the def2-TZVPD basis set", "elements": ["C", "C", "H", "H", "O", "H", "H", "H", "C", "C", "H", "O"], "xyz": [[0.37969, -0.29158, -1.21716], [0.09123, -0.63284, -2.47455], [-0.80219, -1.18804, -2.70746], [-1.31050, 1.30612, 1.50490], [1.36815, 0.25763, -0.59183], [0.92451, -0.80448, 1.15939], [0.31448, 1.43033, 2.23511], [0.78198, -0.36734, -3.25858], [-0.46484, 0.74349, 1.89365], [0.11469, -0.14499, 0.86863], [-0.76485, 0.15223, 2.76569], [-0.63235, -0.46052, -0.17778]], "spin_multiplicity": 1, "de_lowest_kcal_mol": 78.24, "total_charge": 0, "homo_energy_ha": -0.29624, "fmax_ev_per_a": 1.26}

2.
{"formula": "C4H6O2", "method": "ωB97M-V with the def2-TZVPD basis set", "elements": ["O", "C", "C", "C", "H", "H", "H", "H", "O", "C", "H", "H"], "xyz": [[0.03196, 1.07923, -1.37667], [-0.12519, 0.26752, -0.29875], [-1.05674, 0.19934, 0.85724], [1.60515, 0.06455, 0.38667], [-2.01430, -0.74604, -0.97763], [-0.68970, -0.23058, 1.79014], [0.95470, 1.36409, -1.30671], [-0.01584, -1.80005, -0.19167], [2.43745, 0.78452, -0.08773], [-1.09483, -0.80381, -0.31302], [1.68757, -1.23557, 0.57685], [-1.72023, 1.05680, 0.94128]], "spin_multiplicity": 1, "de_lowest_kcal_mol": 141.84, "total_charge": 0, "homo_energy_ha": -0.32399, "fmax_ev_per_a": 5.99}

3.
{"formula": "C4H6O2", "method": "ωB97M-V with the def2-TZVPD basis set", "elements": ["H", "H", "O", "H", "C", "C", "H", "H", "C", "O", "C", "H"], "xyz": [[-0.40057, -0.66169, 1.58718], [1.45656, -1.29477, 0.00196], [2.18730, 1.11980, -0.86227], [0.46668, 2.44801, -0.18346], [1.14984, 0.75784, -0.38528], [-1.72535, 0.01065, -0.01802], [0.41111, -0.92718, -1.36993], [-1.06694, -1.77273, 0.40318], [-0.61925, -0.76742, 0.51834], [0.26167, 1.59183, 0.20309], [0.63782, -0.65385, -0.33452], [-2.38765, 0.19709, 0.84462]], "spin_multiplicity": 1, "de_lowest_kcal_mol": 88.23, "total_charge": 0, "homo_energy_ha": -0.32758, "fmax_ev_per_a": 0.78}

4.
{"formula": "C4H6O2", "method": "ωB97M-V with the def2-TZVPD basis set", "elements": ["C", "O", "H", "C", "C", "O", "C", "H", "H", "H", "H", "H"], "xyz": [[-0.50865, 0.01328, -0.33004], [1.44437, -1.02121, 0.69788], [0.06688, -2.20509, -0.45397], [-0.49329, -0.44598, 1.09755], [0.19425, -1.25640, 0.05504], [0.78144, -0.15879, 1.67720], [0.18738, 1.24842, -0.83315], [1.10039, 1.42827, -0.26072], [0.45743, 1.12650, -1.88708], [-1.45303, -0.24595, -0.80964], [-1.31497, -0.60751, 1.78859], [-0.46221, 2.12446, -0.74167]], "spin_multiplicity": 1, "de_lowest_kcal_mol": 121.15, "smiles": "C[C@H]1[C@H]2OO[C@@H]12", "total_charge": 0, "homo_energy_ha": -0.34089, "fmax_ev_per_a": 0.36}

5.
{"formula": "C4H6O2", "method": "ωB97M-V with the def2-TZVPD basis set", "elements": ["C", "H", "H", "H", "H", "C", "O", "O", "C", "H", "H", "C"], "xyz": [[0.98148, 0.25919, 0.15849], [1.90733, 0.62849, 0.58912], [-0.04715, 2.21250, -0.06738], [-0.40351, 0.26091, 1.94636], [-0.31690, -2.08655, 0.92194], [-0.32038, 0.13280, 0.87097], [0.82483, -1.00850, -0.51157], [-0.62602, 0.94662, -1.56522], [-0.41612, -1.23732, 0.23503], [-1.29705, -1.40028, -0.39899], [-0.17670, 0.14796, -1.89563], [-0.11039, 1.14915, -0.29245]], "spin_multiplicity": 1, "de_lowest_kcal_mol": 70.74, "total_charge": 0, "homo_energy_ha": -0.34668, "fmax_ev_per_a": 0.81}

6.
{"formula": "C4H6O2", "method": "ωB97M-V with the def2-TZVPD basis set", "elements": ["C", "H", "O", "H", "C", "H", "O", "C", "H", "H", "C", "H"], "xyz": [[0.39457, 0.75149, 0.26712], [2.05766, 1.15101, -1.04180], [-1.85701, -1.45956, -0.80134], [1.00050, -0.19338, -1.52787], [1.48143, 0.29698, -0.68242], [-2.45240, 0.28582, 0.03684], [0.13653, 1.91507, 0.48136], [-1.70514, -0.53121, -0.04387], [2.13535, -0.45159, -0.21782], [-0.77404, -0.07564, 1.85157], [-0.47548, -0.36774, 0.83954], [0.05801, -1.32126, 0.83869]], "spin_multiplicity": 1, "de_lowest_kcal_mol": 17.71, "smiles": "CC(=O)CC=O", "total_charge": 0, "homo_energy_ha": -0.36674, "fmax_ev_per_a": 0.70}

7.
{"formula": "C4H6O2", "method": "ωB97M-V with the def2-TZVPD basis set", "elements": ["O", "H", "C", "H", "H", "C", "O", "C", "H", "C", "H", "H"], "xyz": [[-0.23602, 0.69842, 1.37972], [1.79087, 1.23803, -1.80502], [0.19470, 0.18214, -0.87453], [-1.57167, -0.43793, 1.70630], [-1.90102, -1.72127, 0.07953], [-0.40591, -0.12118, 0.48371], [-0.33152, -0.21781, -1.88816], [-1.32025, -1.20641, 0.87351], [2.16916, 0.56928, -0.18309], [1.40904, 1.05847, -0.80274], [-0.83481, -1.94513, 1.50983], [1.15612, 1.99887, -0.30376]], "spin_multiplicity": 1, "de_lowest_kcal_mol": 42.54, "smiles": "CC(=O)C(C)=O", "total_charge": 0, "homo_energy_ha": -0.36133, "fmax_ev_per_a": 3.35}

8.
{"formula": "C4H6O2", "method": "ωB97M-V with the def2-TZVPD basis set", "elements": ["C", "H", "H", "C", "H", "C", "O", "H", "H", "O", "H", "C"], "xyz": [[0.86799, -0.93809, 0.59731], [-1.43552, 0.31798, -0.89431], [-1.80159, -1.38747, -0.41544], [0.62591, 1.36878, -0.27506], [1.67410, -1.58233, 0.97498], [1.13680, 0.00833, -0.32765], [0.93431, 2.27723, -1.03058], [-0.01925, 1.59326, 0.58940], [1.98836, -0.14826, -0.94300], [-0.36081, -1.10856, 1.05658], [-2.08123, -0.01860, 0.76774], [-1.50604, -0.42646, -0.03723]], "spin_multiplicity": 1, "de_lowest_kcal_mol": 85.41, "smiles": "CO/C=C\\C=O", "total_charge": 0, "homo_energy_ha": -0.33015, "fmax_ev_per_a": 2.70}

9.
{"formula": "C4H6O2", "method": "ωB97M-V with the def2-TZVPD basis set", "elements": ["C", "H", "H", "H", "H", "O", "H", "O", "H", "C", "C", "C"], "xyz": [[1.74070, -0.62808, 0.24015], [-1.39411, 0.38809, -1.75598], [-1.08632, -1.43764, 0.34242], [0.71592, 0.83979, 1.76335], [-1.90723, 0.74561, -0.09232], [-1.38680, -1.21684, -0.54967], [2.29948, -1.14003, 0.98716], [0.37986, 0.08699, 1.26145], [0.29666, 1.70387, -0.34547], [0.19825, 0.60633, -0.30003], [-1.19877, 0.16231, -0.69929], [1.34236, -0.11040, -0.85178]], "spin_multiplicity": 1, "de_lowest_kcal_mol": 126.78, "total_charge": 0, "homo_energy_ha": -0.32940, "fmax_ev_per_a": 1.55}

10.
{"formula": "C4H6O2", "method": "ωB97M-V with the def2-TZVPD basis set", "elements": ["O", "O", "C", "C", "H", "H", "H", "C", "H", "C", "H", "H"], "xyz": [[-1.81145, -0.53670, 1.31218], [1.50234, 1.14483, -0.63874], [-0.59362, -0.17607, -0.72108], [-1.55335, -0.89994, 0.18942], [2.04565, 0.81221, 1.39637], [-1.19528, 0.36244, -1.46797], [-0.19669, 1.59052, 0.55005], [0.30441, 0.77671, 0.02713], [-2.03333, -1.80723, -0.23550], [1.60494, 0.33274, 0.52369], [0.00727, -0.90274, -1.28097], [1.91912, -0.69675, 0.34542]], "spin_multiplicity": 1, "de_lowest_kcal_mol": 44.89, "smiles": "O=CC[C@H]1CO1", "total_charge": 0, "homo_energy_ha": -0.36771, "fmax_ev_per_a": 0.48}

11.
{"formula": "C4H6O2", "method": "ωB97M-V with the def2-TZVPD basis set", "elements": ["C", "H", "O", "C", "C", "C", "H", "H", "O", "H", "H", "H"], "xyz": [[-0.98397, -0.61358, 0.18299], [2.11301, -0.44791, 0.97420], [1.49993, -1.08842, 0.58433], [0.32263, 1.07100, -0.00589], [-1.10027, 0.94259, 0.15550], [0.51532, -0.38588, -0.03342], [0.64929, 0.06652, -1.23738], [-1.52733, -1.17382, -0.58382], [-2.06915, 1.66836, 0.20785], [1.03954, 1.87964, -0.09631], [-1.14195, -1.06567, 1.16506], [0.70307, -0.89746, -1.31372]], "spin_multiplicity": 1, "de_lowest_kcal_mol": 124.92, "total_charge": 0, "homo_energy_ha": -0.31437, "fmax_ev_per_a": 0.42}

12.
{"formula": "C4H6O2", "method": "ωB97M-V with the def2-TZVPD basis set", "elements": ["H", "C", "C", "H", "H", "C", "O", "O", "H", "C", "H", "H"], "xyz": [[1.81440, 1.33270, 0.03330], [1.81061, 0.50303, 0.72283], [-0.63600, -0.30556, 0.18753], [-0.50237, -0.08347, 1.25402], [2.24759, 0.57567, 1.71220], [-1.76998, 0.30488, -0.51515], [1.77100, -0.74116, 0.19744], [-1.77901, -1.07750, -0.18535], [-1.68575, 0.52561, -1.58069], [0.61390, -0.70278, -0.46215], [0.59376, -1.25895, -1.39748], [-2.47816, 0.92754, 0.03351]], "spin_multiplicity": 1, "de_lowest_kcal_mol": 128.54, "total_charge": 0, "homo_energy_ha": [-0.30110, -0.28543], "fmax_ev_per_a": 1.47}

13.
{"formula": "C4H6O2", "method": "ωB97M-V with the def2-TZVPD basis set", "elements": ["C", "H", "C", "H", "H", "H", "H", "H", "O", "O", "C", "C"], "xyz": [[-0.68047, 1.18341, -0.00629], [1.27391, 0.06124, 1.82256], [-0.78342, -0.09980, -0.82678], [-1.05915, 0.45812, 1.08388], [-0.87521, -1.42474, 1.05532], [1.76007, -0.59519, 0.23169], [-1.79657, -0.35544, -1.13714], [0.80867, 0.37802, -1.77328], [0.11305, -0.28880, -1.87077], [0.71990, 1.26927, 0.24773], [-0.43058, -0.56055, 0.55818], [0.98168, -0.03921, 0.77271]], "spin_multiplicity": 1, "de_lowest_kcal_mol": 123.50, "total_charge": 0, "homo_energy_ha": -0.31369, "fmax_ev_per_a": 0.36}

14.
{"formula": "C4H6O2", "method": "ωB97M-V with the def2-TZVPD basis set", "elements": ["C", "H", "H", "C", "C", "C", "H", "O", "H", "H", "O", "H"], "xyz": [[-0.48906, -0.39339, 0.78766], [-2.31932, 0.45118, -0.13025], [1.16368, -0.25229, -1.52472], [0.37943, 0.72150, 0.20892], [-1.75584, -0.50041, -0.03949], [1.54298, 0.29303, -0.65050], [2.10767, 1.16718, -0.97910], [0.08060, 1.88103, 0.38936], [0.00801, -1.36727, 0.80535], [-0.78379, -0.08769, 1.79875], [-2.12797, -1.51832, -0.56627], [2.19360, -0.39454, -0.09970]], "spin_multiplicity": 1, "de_lowest_kcal_mol": 17.31, "smiles": "CC(=O)CC=O", "total_charge": 0, "homo_energy_ha": -0.36562, "fmax_ev_per_a": 0.50}

15.
{"formula": "C4H6O2", "method": "ωB97M-V with the def2-TZVPD basis set", "elements": ["H", "H", "O", "H", "H", "C", "H", "C", "C", "O", "H", "C"], "xyz": [[-2.05340, -0.61005, -1.00480], [1.77922, 0.67335, -0.74835], [-0.67436, 1.09069, -2.27261], [1.82768, 0.10146, -0.14071], [1.20647, -1.57452, 1.10134], [-0.43138, -0.46124, -0.02282], [-0.77696, 0.16025, 2.13280], [-0.21016, 0.34681, 1.21806], [0.68627, -0.72541, 0.68459], [-1.42084, -1.20735, -0.57857], [0.08048, 1.39653, 1.07566], [0.05369, 0.79263, -1.43181]], "spin_multiplicity": 1, "de_lowest_kcal_mol": 133.76, "total_charge": 0, "homo_energy_ha": -0.32132, "fmax_ev_per_a": 1.17}

16.
{"formula": "C4H6O2", "method": "ωB97M-V with the def2-TZVPD basis set", "elements": ["O", "O", "C", "H", "C", "H", "C", "H", "C", "H", "H", "H"], "xyz": [[-0.27006, -1.84089, 1.65880], [-0.81800, 1.73989, -0.44756], [-0.17932, -0.67769, -0.44806], [0.82457, 1.47007, -1.76759], [-0.18110, -1.78136, 0.30501], [-0.66415, -1.01887, 1.97671], [0.56929, 1.72941, -0.74003], [-0.19033, -0.77853, -1.52954], [-0.02633, 0.68632, 0.09656], [1.16741, 2.52090, -0.29029], [0.13618, 0.77149, 1.17340], [-0.08398, -2.77401, -0.11790]], "spin_multiplicity": 1, "de_lowest_kcal_mol": 54.43, "smiles": "O/C=C\\[C@H]1CO1", "total_charge": 0, "homo_energy_ha": -0.33010, "fmax_ev_per_a": 0.42}

17.
{"formula": "C4H6O2", "method": "ωB97M-V with the def2-TZVPD basis set", "elements": ["H", "H", "O", "H", "H", "C", "C", "H", "C", "H", "O", "C"], "xyz": [[-1.26805, -0.76262, 1.00284], [-1.75376, 0.91478, 1.20433], [2.50572, -1.48700, 0.46277], [-0.48952, 0.30927, -1.50197], [-2.43835, -0.06700, -0.10403], [-0.41305, 0.59464, -0.45329], [-1.52739, 0.15056, 0.45678], [0.77674, 1.59517, 0.98116], [1.67336, -1.86113, -0.26003], [1.43595, 1.57681, -0.74780], [0.85003, -2.25506, -0.98458], [0.64832, 1.29157, -0.05617]], "spin_multiplicity": 1, "de_lowest_kcal_mol": 3.58, "smiles": "O=C=O.C=CC", "total_charge": 0, "homo_energy_ha": -0.35929, "fmax_ev_per_a": 0.70}

18.
{"formula": "C4H6O2", "method": "ωB97M-V with the def2-TZVPD basis set", "elements": ["O", "H", "C", "H", "C", "C", "H", "C", "H", "H", "H", "O"], "xyz": [[0.77076, 0.26063, -2.42440], [-1.14731, -1.59467, -1.10071], [0.47302, -0.04410, -1.30361], [-1.10044, 2.03312, 1.37091], [0.01255, -0.74500, 0.63349], [1.22450, -0.01303, 0.03711], [2.18728, -0.53097, 0.07752], [-0.78989, -0.65294, -0.67351], [-1.63312, 0.04686, -0.61685], [-1.13976, 1.46554, 1.85198], [1.35649, 0.99949, 0.43860], [-0.21407, -1.22493, 1.70948]], "spin_multiplicity": 1, "de_lowest_kcal_mol": 52.31, "smiles": "O=C1CC(=O)C1.[H][H]", "total_charge": 0, "homo_energy_ha": -0.35866, "fmax_ev_per_a": 0.65}

19.
{"formula": "C4H6O2", "method": "ωB97M-V with the def2-TZVPD basis set", "elements": ["C", "C", "H", "O", "H", "C", "O", "H", "H", "H", "H", "C"], "xyz": [[-0.18881, -0.66201, -1.29564], [0.19778, 1.36134, 0.66090], [-1.79007, 0.50276, 1.30266], [-1.21254, -0.48085, -0.36188], [1.13946, -0.18980, 2.06359], [-0.87524, 0.33876, 0.73476], [0.73192, -1.64394, -0.92025], [0.31166, 0.30320, -1.48004], [1.18578, -1.32558, -0.12814], [0.53403, 2.30369, 0.25300], [-0.65319, -1.00492, -2.22045], [0.45050, 0.31842, 1.40185]], "spin_multiplicity": 1, "de_lowest_kcal_mol": 78.75, "smiles": "OCOC1C=C1", "total_charge": 0, "homo_energy_ha": -0.35901, "fmax_ev_per_a": 0.40}

20.
{"formula": "C4H6O2", "method": "ωB97M-V with the def2-TZVPD basis set", "elements": ["C", "H", "H", "C", "C", "H", "O", "H", "C", "O", "H", "H"], "xyz": [[-0.68683, 0.10732, -0.99673], [-1.29847, -0.77489, -0.81959], [1.52454, 0.49898, -1.25159], [-0.39790, 0.12255, 1.54782], [0.76741, -0.01188, -0.65311], [-0.04820, 1.87451, 0.29447], [1.22656, -1.19066, -0.00381], [-1.00151, 0.71569, -1.84377], [-0.12443, 0.79051, 0.23740], [-0.43679, 0.73333, 2.58864], [1.17486, -1.92637, -0.62785], [-0.69925, -0.93909, 1.52811]], "spin_multiplicity": 1, "de_lowest_kcal_mol": 41.35, "smiles": "O=C[C@@H]1C[C@@H]1O", "total_charge": 0, "homo_energy_ha": -0.35475, "fmax_ev_per_a": 1.29}